Entry 1:
Formula: C16H22N2O4
Source: the OMol25 dataset
Level of theory: ωB97M-V/def2-TZVPD

The total charge is 0. As for the SMILES: CN[C@]1(CC(C)C)OC(=O)[C@](O)(Cc2ccccc2)NC1=O. Its multiplicity is 1. The energy above the lowest of the compared OMol25 structures with the same formula, charge and spin is 208.8 kJ/mol. The total energy is -28118.771 eV.

Each line ends with the natural charge from an NBO analysis.
Element x y z (Å)
1 O -0.94 1.23 1.99  -0.620
2 O 0.78 -1.58 -2.05  -0.572
3 O 1.42 -0.46 -0.16  -0.494
4 O -1.65 -2.16 -0.75  -0.696
5 N -1.39 -0.48 0.75  -0.622
6 N 1.86 1.30 1.35  -0.664
7 C 1.10 -0.59 3.66  -0.219
8 C -0.30 3.67 -1.29  -0.222
9 C -1.71 0.09 -1.65  -0.452
10 C -0.15 1.48 -3.02  -0.142
11 C 0.61 2.58 -3.27  -0.239
12 C 2.85 1.74 0.33  -0.408
13 C 0.52 3.66 -2.41  -0.204
14 C 0.47 -0.99 -1.01  0.793
15 C -1.06 -0.88 -0.63  0.321
16 C 1.82 0.60 4.25  -0.603
17 C -1.05 2.52 -1.04  -0.198
18 C 1.06 0.05 1.13  0.324
19 C 1.55 -0.94 2.17  -0.412
20 C 1.54 -1.83 4.48  -0.595
21 C -0.47 0.27 1.39  0.674
22 C -0.97 1.37 -1.87  -0.084
23 H -2.74 0.27 -1.28  0.226
24 H 3.63 0.99 0.13  0.204
25 H 3.35 2.68 0.60  0.207
26 H -2.36 -0.26 0.98  0.419
27 H 2.28 1.98 -0.57  0.185
28 H -1.72 2.48 -0.16  0.226
29 H 0.02 -0.42 3.79  0.212
30 H 1.51 1.56 3.79  0.221
31 H 1.24 2.05 1.62  0.388
32 H 2.91 0.54 4.14  0.205
33 H 1.23 2.61 -4.20  0.222
34 H 2.58 -2.12 4.17  0.199
35 H -1.79 -0.43 -2.59  0.235
36 H 1.56 0.66 5.31  0.200
37 H 0.00 0.65 -3.69  0.209
38 H 1.08 4.58 -2.67  0.214
39 H 0.89 -2.66 4.27  0.206
40 H 2.65 -1.02 2.12  0.228
41 H 1.13 -1.91 1.86  0.206
42 H -1.29 -2.56 -1.55  0.488
43 H -0.35 4.55 -0.62  0.227
44 H 1.54 -1.57 5.51  0.206

Entry 2:
Formula: C16H22N2Pt
Source: the OMol25 dataset
Level of theory: ωB97M-V/def2-TZVPD

The total charge is 0. Its multiplicity is 5. The energy above the lowest of the compared OMol25 structures with the same formula, charge and spin is 382.3 kJ/mol. The total energy is -23162.777 eV. Its expectation value of S² is 6.0672.

Each line ends with the Mulliken spin population.
Element x y z (Å)
1 Pt -0.08 -0.82 0.10  0.772
2 N -3.31 -0.01 0.89  1.922
3 N -1.05 0.11 2.75  0.046
4 C -2.33 0.71 2.76  0.097
5 C 0.59 -2.20 -1.34  -0.102
6 C 1.95 -1.68 -1.14  0.340
7 C 0.84 1.00 -1.73  0.265
8 C -0.98 -1.26 3.26  0.019
9 C 3.65 0.28 3.39  -0.001
10 C 1.49 -0.28 1.51  0.357
11 C 3.90 -0.08 2.07  0.019
12 C 2.84 -0.29 1.14  0.137
13 C 2.33 0.55 3.68  0.008
14 C 1.04 1.89 -0.65  -0.099
15 C 0.02 0.98 3.18  0.021
16 C -0.52 0.54 -1.69  0.119
17 C 1.30 0.36 2.75  -0.128
18 C -0.21 2.06 0.05  0.315
19 C -1.17 1.22 -0.60  -0.063
20 H 0.00 -1.71 3.03  -0.001
21 H -2.69 1.02 3.76  0.023
22 H -2.91 -1.07 0.21  -0.120
23 H -2.26 1.35 -0.53  0.009
24 H 2.07 0.89 4.68  0.001
25 H -1.06 0.08 -2.52  0.004
26 H 1.57 0.76 -2.51  -0.006
27 H 0.00 1.13 4.28  0.002
28 H 1.98 2.40 -0.40  0.003
29 H -3.01 -0.12 2.32  0.043
30 H 0.06 -3.04 -0.65  0.014
31 H 4.44 0.37 4.14  0.001
32 H -1.78 -1.78 2.71  0.001
33 H -0.12 1.97 2.72  -0.014
34 H -1.14 -1.31 4.35  0.000
35 H -0.42 2.79 0.83  -0.006
36 H 2.62 -2.32 -0.61  -0.001
37 H 0.03 -2.01 -2.31  0.007
38 H 3.11 -0.48 0.11  0.001
39 H -2.33 1.56 2.06  0.006
40 H 4.93 -0.21 1.76  0.001
41 H 2.52 -1.26 -1.96  -0.012

Entry 3:
Formula: C16H22N4O2S2
Source: the OMol25 dataset
Level of theory: ωB97M-V/def2-TZVPD

The total charge is 0. As for the SMILES: CN1CCN([C@@H](CNS(=O)(=O)c2cccs2)c2cccnc2)CC1. Its multiplicity is 1. The energy above the lowest of the compared OMol25 structures with the same formula, charge and spin is 81.1 kJ/mol. The total energy is -48673.900 eV.

Each line ends with the natural charge from an NBO analysis.
Element x y z (Å)
1 S -0.94 -3.16 0.14  2.327
2 S -3.29 -1.72 -1.02  0.510
3 O -1.50 -4.43 0.51  -0.933
4 O -0.32 -3.05 -1.15  -0.936
5 N -0.88 1.67 -2.03  -0.442
6 N 0.12 -2.73 1.36  -0.872
7 N 4.61 0.63 0.28  -0.411
8 N 0.19 -0.01 0.02  -0.455
9 C 1.32 -2.02 0.97  -0.233
10 C -2.23 -1.96 0.30  -0.530
11 C 4.74 1.65 1.11  0.031
12 C 3.75 2.04 1.99  -0.254
13 C 2.40 0.25 1.13  -0.086
14 C -1.87 2.08 -3.00  -0.403
15 C -2.61 -1.30 1.41  -0.217
16 C -1.40 1.70 -0.68  -0.219
17 C 1.09 -0.50 1.07  -0.055
18 C 3.48 -0.05 0.29  0.029
19 C -0.31 1.32 0.31  -0.228
20 C -4.27 -0.67 -0.06  -0.404
21 C 2.56 1.33 2.00  -0.162
22 C -0.36 0.35 -2.32  -0.227
23 C 0.73 -0.02 -1.33  -0.241
24 C -3.79 -0.54 1.20  -0.263
25 H 3.43 -0.87 -0.41  0.193
26 H 0.06 0.35 -3.33  0.203
27 H -5.13 -0.21 -0.49  0.242
28 H -0.74 1.33 1.32  0.198
29 H 0.28 -3.55 1.93  0.419
30 H -1.75 2.72 -0.47  0.199
31 H 5.69 2.17 1.06  0.194
32 H 1.59 -2.31 -0.04  0.218
33 H 0.49 2.08 0.26  0.179
34 H -1.42 2.08 -3.99  0.201
35 H -2.20 3.09 -2.77  0.198
36 H -2.26 1.01 -0.57  0.170
37 H 2.13 -2.29 1.65  0.219
38 H -2.07 -1.35 2.34  0.239
39 H 1.07 -1.03 -1.57  0.219
40 H -1.16 -0.42 -2.28  0.175
41 H 1.57 0.69 -1.44  0.178
42 H -2.75 1.42 -3.01  0.161
43 H 0.55 -0.33 2.01  0.207
44 H -4.25 0.07 1.96  0.231
45 H 1.76 1.60 2.67  0.212
46 H 3.89 2.88 2.66  0.220

Entry 4:
Formula: C16H22O5
Source: the OMol25 dataset
Level of theory: ωB97M-V/def2-TZVPD

The total charge is 0. As for the SMILES: CCC(=O)OCCCCCCOc1ccc(C(=O)O)cc1. Its multiplicity is 1. The energy above the lowest of the compared OMol25 structures with the same formula, charge and spin is 1319.6 kJ/mol. The total energy is -27173.877 eV.

Each line ends with the natural charge from an NBO analysis.
Element x y z (Å)
1 O 0.89 -2.97 0.00  -0.492
2 O 0.38 -1.46 -1.57  -0.528
3 O -4.41 0.74 1.49  -0.752
4 O -4.40 0.37 -0.80  -0.596
5 O 1.52 2.11 -0.70  -0.527
6 C 2.38 -1.31 1.17  -0.353
7 C -3.79 0.64 0.16  0.773
8 C -1.77 -2.46 1.11  -0.612
9 C -0.49 1.31 -1.34  -0.280
10 C 2.50 2.43 0.45  -0.083
11 C -0.23 1.88 0.98  -0.285
12 C 3.85 -0.57 0.70  -0.419
13 C -1.74 0.86 -1.20  -0.103
14 C 2.17 -2.46 0.13  -0.074
15 C 3.95 0.34 -0.51  -0.455
16 C 0.16 -2.12 -0.71  0.823
17 C -1.26 -2.67 -0.44  -0.514
18 C -1.59 1.43 0.98  -0.150
19 C 0.35 1.56 -0.43  0.351
20 C -2.42 1.01 0.15  -0.213
21 C 3.97 1.76 -0.10  -0.367
22 H -2.40 0.76 -1.98  0.210
23 H 2.45 -2.09 -0.69  0.171
24 H -2.98 -2.73 1.42  0.211
25 H 4.06 2.34 -0.89  0.196
26 H 0.12 1.44 -2.45  0.217
27 H 2.37 -1.31 2.07  0.171
28 H 4.72 2.03 0.73  0.203
29 H 2.32 1.46 1.32  0.201
30 H 2.61 3.46 0.67  0.206
31 H 2.84 -3.23 0.21  0.185
32 H -2.04 1.65 1.84  0.223
33 H -5.36 0.07 -0.46  0.541
34 H 4.61 -1.38 0.77  0.210
35 H -1.60 -3.59 -0.60  0.227
36 H 4.11 -0.15 1.69  0.205
37 H -1.08 -3.11 1.84  0.214
38 H -2.09 -2.05 -1.08  0.186
39 H -1.86 -1.45 1.33  0.205
40 H 1.67 -0.50 0.79  0.188
41 H 4.97 0.23 -0.95  0.225
42 H 0.40 2.14 1.80  0.228
43 H 3.19 0.05 -1.26  0.235

Entry 5:
Formula: C16H22O5
Source: the OMol25 dataset
Level of theory: ωB97M-V/def2-TZVPD

The total charge is 0. As for the SMILES: CCC(=O)OCCCCCCOc1ccc(C(=O)O)cc1. Its multiplicity is 1. The energy above the lowest of the compared OMol25 structures with the same formula, charge and spin is 7.3 kJ/mol. The total energy is -27187.478 eV.

Each line ends with the natural charge from an NBO analysis.
Element x y z (Å)
1 O 3.46 -4.44 3.27  -0.606
2 O -1.86 0.23 -0.31  -0.504
3 O 2.88 -2.28 3.22  -0.508
4 O -2.34 4.77 -4.77  -0.602
5 O -3.60 5.58 -3.11  -0.690
6 C -1.74 2.45 -3.24  -0.115
7 C -1.48 1.35 -2.46  -0.348
8 C 1.25 -2.93 -0.15  -0.397
9 C 1.41 -1.60 -0.91  -0.398
10 C -3.10 3.40 -1.50  -0.130
11 C 0.47 -0.49 -0.46  -0.434
12 C -1.01 -0.84 -0.64  -0.067
13 C 4.13 -4.23 6.04  -0.601
14 C -2.80 4.64 -3.66  0.781
15 C 3.23 -3.21 5.34  -0.503
16 C 1.40 -2.82 1.36  -0.429
17 C 2.77 -2.32 1.80  -0.079
18 C -2.55 3.49 -2.78  -0.235
19 C -2.84 2.30 -0.71  -0.297
20 C -2.03 1.26 -1.18  0.421
21 C 3.22 -3.41 3.84  0.801
22 H 5.17 -4.07 5.75  0.209
23 H -3.26 2.22 0.28  0.225
24 H -1.29 -1.63 0.06  0.196
25 H -3.72 6.30 -3.74  0.500
26 H 0.64 -0.24 0.59  0.207
27 H -3.72 4.20 -1.13  0.232
28 H 3.84 -5.23 5.75  0.223
29 H -0.85 0.57 -2.85  0.219
30 H 2.20 -3.32 5.69  0.231
31 H 1.24 -1.80 -1.97  0.204
32 H 4.05 -4.13 7.12  0.210
33 H 0.28 -3.36 -0.38  0.204
34 H 2.01 -3.62 -0.53  0.210
35 H 1.26 -3.82 1.79  0.225
36 H 3.55 -2.97 1.40  0.200
37 H 2.94 -1.29 1.47  0.188
38 H 0.63 -2.17 1.78  0.200
39 H 3.54 -2.19 5.55  0.227
40 H 2.44 -1.25 -0.81  0.206
41 H -1.20 -1.20 -1.66  0.172
42 H 0.69 0.41 -1.04  0.216
43 H -1.33 2.53 -4.24  0.237

Copy entry 4 word for word.
Formula: C16H22O5
Source: the OMol25 dataset
Level of theory: ωB97M-V/def2-TZVPD

The total charge is 0. As for the SMILES: CCC(=O)OCCCCCCOc1ccc(C(=O)O)cc1. Its multiplicity is 1. The energy above the lowest of the compared OMol25 structures with the same formula, charge and spin is 1319.6 kJ/mol. The total energy is -27173.877 eV.

Each line ends with the natural charge from an NBO analysis.
Element x y z (Å)
1 O 0.89 -2.97 0.00  -0.492
2 O 0.38 -1.46 -1.57  -0.528
3 O -4.41 0.74 1.49  -0.752
4 O -4.40 0.37 -0.80  -0.596
5 O 1.52 2.11 -0.70  -0.527
6 C 2.38 -1.31 1.17  -0.353
7 C -3.79 0.64 0.16  0.773
8 C -1.77 -2.46 1.11  -0.612
9 C -0.49 1.31 -1.34  -0.280
10 C 2.50 2.43 0.45  -0.083
11 C -0.23 1.88 0.98  -0.285
12 C 3.85 -0.57 0.70  -0.419
13 C -1.74 0.86 -1.20  -0.103
14 C 2.17 -2.46 0.13  -0.074
15 C 3.95 0.34 -0.51  -0.455
16 C 0.16 -2.12 -0.71  0.823
17 C -1.26 -2.67 -0.44  -0.514
18 C -1.59 1.43 0.98  -0.150
19 C 0.35 1.56 -0.43  0.351
20 C -2.42 1.01 0.15  -0.213
21 C 3.97 1.76 -0.10  -0.367
22 H -2.40 0.76 -1.98  0.210
23 H 2.45 -2.09 -0.69  0.171
24 H -2.98 -2.73 1.42  0.211
25 H 4.06 2.34 -0.89  0.196
26 H 0.12 1.44 -2.45  0.217
27 H 2.37 -1.31 2.07  0.171
28 H 4.72 2.03 0.73  0.203
29 H 2.32 1.46 1.32  0.201
30 H 2.61 3.46 0.67  0.206
31 H 2.84 -3.23 0.21  0.185
32 H -2.04 1.65 1.84  0.223
33 H -5.36 0.07 -0.46  0.541
34 H 4.61 -1.38 0.77  0.210
35 H -1.60 -3.59 -0.60  0.227
36 H 4.11 -0.15 1.69  0.205
37 H -1.08 -3.11 1.84  0.214
38 H -2.09 -2.05 -1.08  0.186
39 H -1.86 -1.45 1.33  0.205
40 H 1.67 -0.50 0.79  0.188
41 H 4.97 0.23 -0.95  0.225
42 H 0.40 2.14 1.80  0.228
43 H 3.19 0.05 -1.26  0.235

Repeat the fifth record exactly.
Formula: C16H22O5
Source: the OMol25 dataset
Level of theory: ωB97M-V/def2-TZVPD

The total charge is 0. As for the SMILES: CCC(=O)OCCCCCCOc1ccc(C(=O)O)cc1. Its multiplicity is 1. The energy above the lowest of the compared OMol25 structures with the same formula, charge and spin is 7.3 kJ/mol. The total energy is -27187.478 eV.

Each line ends with the natural charge from an NBO analysis.
Element x y z (Å)
1 O 3.46 -4.44 3.27  -0.606
2 O -1.86 0.23 -0.31  -0.504
3 O 2.88 -2.28 3.22  -0.508
4 O -2.34 4.77 -4.77  -0.602
5 O -3.60 5.58 -3.11  -0.690
6 C -1.74 2.45 -3.24  -0.115
7 C -1.48 1.35 -2.46  -0.348
8 C 1.25 -2.93 -0.15  -0.397
9 C 1.41 -1.60 -0.91  -0.398
10 C -3.10 3.40 -1.50  -0.130
11 C 0.47 -0.49 -0.46  -0.434
12 C -1.01 -0.84 -0.64  -0.067
13 C 4.13 -4.23 6.04  -0.601
14 C -2.80 4.64 -3.66  0.781
15 C 3.23 -3.21 5.34  -0.503
16 C 1.40 -2.82 1.36  -0.429
17 C 2.77 -2.32 1.80  -0.079
18 C -2.55 3.49 -2.78  -0.235
19 C -2.84 2.30 -0.71  -0.297
20 C -2.03 1.26 -1.18  0.421
21 C 3.22 -3.41 3.84  0.801
22 H 5.17 -4.07 5.75  0.209
23 H -3.26 2.22 0.28  0.225
24 H -1.29 -1.63 0.06  0.196
25 H -3.72 6.30 -3.74  0.500
26 H 0.64 -0.24 0.59  0.207
27 H -3.72 4.20 -1.13  0.232
28 H 3.84 -5.23 5.75  0.223
29 H -0.85 0.57 -2.85  0.219
30 H 2.20 -3.32 5.69  0.231
31 H 1.24 -1.80 -1.97  0.204
32 H 4.05 -4.13 7.12  0.210
33 H 0.28 -3.36 -0.38  0.204
34 H 2.01 -3.62 -0.53  0.210
35 H 1.26 -3.82 1.79  0.225
36 H 3.55 -2.97 1.40  0.200
37 H 2.94 -1.29 1.47  0.188
38 H 0.63 -2.17 1.78  0.200
39 H 3.54 -2.19 5.55  0.227
40 H 2.44 -1.25 -0.81  0.206
41 H -1.20 -1.20 -1.66  0.172
42 H 0.69 0.41 -1.04  0.216
43 H -1.33 2.53 -4.24  0.237